Version w
Computed, not measured: a cluster of 2 separate species, C11H18 in total, with ωB97M-V/def2-TZVPD.

CARTESIAN COORDINATES (ANGSTROEM)
1 C 1.490 -1.429 0.689
2 C 2.866 -0.805 1.097
3 C 1.425 -1.054 -0.812
4 C 1.611 -2.921 0.929
5 H 0.687 -0.956 1.228
6 H 3.659 -1.298 0.524
7 H 2.194 -1.532 -1.436
8 H 0.545 -1.570 -1.292
9 H 1.466 0.003 -0.944
10 H 2.281 -3.423 0.265
11 H 1.883 -3.128 1.976
12 H 3.039 -1.096 2.132
13 H 2.824 0.285 1.000
14 H 0.625 -3.375 0.947
15 C 0.018 2.718 -0.669
16 C -1.346 1.036 0.676
17 C -1.179 1.921 -0.380
18 C -2.507 0.307 0.845
19 C -2.190 1.897 -1.406
20 C -3.489 0.352 -0.186
21 C -3.301 1.102 -1.351
22 H -0.607 1.033 1.448
23 H -2.606 -0.431 1.636
24 H 0.028 3.308 -1.621
25 H 0.914 2.064 -0.726
26 H -2.016 2.510 -2.286
27 H -4.350 -0.288 0.005
28 H -3.952 1.141 -2.223
29 H -0.013 3.628 -0.066

Results
⟨S²⟩: 0.767
HOMO energy (alpha / beta): -13.3 / -13.3 eV
Gap between HOMO and LUMO (alpha / beta): 0.3297 / 0.1830 hartree
LUMO level (alpha / beta): -4.36 / -8.35 eV
Net charge: +1
Spin multiplicity: 2

=====

Version x
Computed, not measured: a cluster of 2 separate species, C11H18 in total, with ωB97M-V/def2-TZVPD.

CARTESIAN COORDINATES (ANGSTROEM)
1 C -1.993 1.336 -0.534
2 C -0.217 2.984 -0.130
3 C -0.629 1.878 -0.806
4 C 1.070 3.419 -0.073
5 C 0.171 1.152 -1.662
6 C 1.974 2.782 -0.947
7 C 1.521 1.652 -1.663
8 H -0.900 3.461 0.643
9 H 1.247 4.032 0.826
10 H -2.813 1.916 -1.096
11 H -2.200 1.209 0.544
12 H -0.210 0.358 -2.031
13 H 3.023 2.989 -0.956
14 H 2.376 1.215 -2.142
15 H -2.183 0.271 -0.849
16 C 0.021 -1.832 0.659
17 C -0.773 -2.595 -0.456
18 C -0.699 -1.841 1.973
19 C 1.479 -2.278 0.715
20 H -0.059 -0.796 0.393
21 H -0.878 -3.709 -0.106
22 H -0.403 -1.074 2.667
23 H -1.783 -1.656 1.982
24 H -0.620 -2.796 2.610
25 H 1.959 -1.799 1.638
26 H 1.583 -3.408 0.885
27 H 2.138 -2.008 -0.184
28 H -0.304 -2.610 -1.407
29 H -1.896 -2.254 -0.494

Results
⟨S²⟩: 0.767
HOMO energy (alpha / beta): -13.8 / -13.8 eV
Gap between HOMO and LUMO (alpha / beta): 0.3540 / 0.1922 hartree
LUMO level (alpha / beta): -4.18 / -8.58 eV
Net charge: +1
Spin multiplicity: 2

=====

Quick look at relative energies in kcal/mol: version w 0.0; version x 26.8.

=====

Version w
Computed, not measured: an isolated molecule of C2H6S2, with ωB97M-V/def2-TZVPD.

CARTESIAN COORDINATES (ANGSTROEM)
1 C 0.214 -0.411 1.456
2 C -0.420 -0.111 0.086
3 S 0.826 0.417 -1.045
4 S -0.302 1.138 -2.632
5 H 0.982 -1.199 1.481
6 H 0.692 0.403 2.007
7 H -0.596 -0.805 2.079
8 H -0.878 -1.031 -0.266
9 H -1.185 0.617 0.362
10 H 0.668 0.983 -3.528

Results
HOMO energy: -8.2 eV
SMILES: CCSS
Gap between HOMO and LUMO: 0.3218 hartree
LUMO level: 0.59 eV

=====

Version x
Computed, not measured: an isolated molecule of C2H6S2, with ωB97M-V/def2-TZVPD.

CARTESIAN COORDINATES (ANGSTROEM)
1 S 0.301 1.969 -1.326
2 C 0.675 0.284 -0.516
3 C -0.623 -0.378 0.130
4 S -0.249 -2.033 0.786
5 H 0.744 2.783 -0.403
6 H 1.554 0.191 0.206
7 H 1.023 -0.589 -1.158
8 H -1.429 -0.475 -0.644
9 H -1.027 0.288 0.947
10 H -0.968 -2.040 1.979

Results
HOMO energy: -9.2 eV
SMILES: SCCS
Gap between HOMO and LUMO: 0.3661 hartree
LUMO level: 0.76 eV

=====

Version y
Computed, not measured: a cluster of 2 separate species, C2H6S2 in total, with ωB97M-V/def2-TZVPD.

CARTESIAN COORDINATES (ANGSTROEM)
1 C -1.258 0.420 0.004
2 C -1.537 -0.870 -0.204
3 H -1.181 1.060 -0.864
4 H -1.599 0.944 0.892
5 H -1.810 -1.217 -1.196
6 H -1.868 -1.555 0.572
7 S 2.466 0.448 -0.993
8 S 2.696 -0.428 0.976
9 H 2.723 1.672 -0.494
10 H 1.369 -0.474 1.306

Results
HOMO energy: -9.5 eV
SMILES: C=C.SS
Gap between HOMO and LUMO: 0.3530 hartree
LUMO level: 0.09 eV

=====

Quick look at relative energies in kcal/mol: version w 0.0; version x 13.3; version y 28.2.

=====

Version w
Computed, not measured: the ion C3H2NO3 with charge -1, with ωB97M-V/def2-TZVPD.

CARTESIAN COORDINATES (ANGSTROEM)
1 O -1.717 0.541 0.827
2 C -1.519 0.287 -0.335
3 N -0.616 -0.540 -0.821
4 C 0.443 -0.833 -0.149
5 O 1.163 -2.005 -0.251
6 C 1.242 0.315 0.553
7 O 1.182 1.467 0.149
8 H -2.294 0.631 -1.124
9 H 2.116 0.139 1.152

Results
HOMO energy (alpha / beta): -4.8 / -4.8 eV
SMILES: O=C/N=C(/[O-])C=O
Gap between HOMO and LUMO (alpha / beta): 0.3330 / 0.3331 hartree
LUMO level (alpha / beta): 4.26 / 4.26 eV
Net charge: -1

=====

Version x
Computed, not measured: a structure of composition C3H2NO3, with ωB97M-V/def2-TZVPD.

CARTESIAN COORDINATES (ANGSTROEM)
1 C 0.120 0.217 0.098
2 C 1.387 0.488 -0.041
3 C 2.232 -1.309 -0.066
4 N 2.247 1.256 -0.463
5 O 2.406 -1.426 1.093
6 O 2.286 -1.684 -1.178
7 O 3.200 1.872 0.098
8 H -0.373 1.187 0.260
9 H -0.506 -0.594 0.319

Results
HOMO energy: -3.1 eV
Gap between HOMO and LUMO: 0.2624 hartree
LUMO level: 4.04 eV
Net charge: -1

=====

Quick look at relative energies in kcal/mol: version w 0.0; version x 65.1.

=====

Version w
Computed, not measured: the ion C3H2NO3 with charge -1, with ωB97M-V/def2-TZVPD.

CARTESIAN COORDINATES (ANGSTROEM)
1 C -2.118 -0.419 0.154
2 C 2.020 -0.431 -0.329
3 C -0.204 -1.323 -0.740
4 N 1.065 -1.256 -0.668
5 O -0.797 -0.254 0.112
6 O 2.969 -0.696 0.399
7 O -2.667 -1.429 -0.052
8 H -2.597 0.631 0.357
9 H 1.945 0.489 -0.758

Results
HOMO energy: -3.3 eV
Gap between HOMO and LUMO: 0.2707 hartree
LUMO level: 4.08 eV
Net charge: -1

=====

Version x
Computed, not measured: a structure of composition C3H2NO3, with ωB97M-V/def2-TZVPD.

CARTESIAN COORDINATES (ANGSTROEM)
1 C -1.091 -0.729 -0.454
2 C 0.974 -0.496 0.088
3 C 0.407 1.056 0.366
4 N 0.030 -1.366 -0.466
5 O 0.810 1.970 -0.331
6 O 2.129 -0.756 0.343
7 O -1.250 0.480 -0.229
8 H -1.969 -1.269 -0.731
9 H -0.040 1.111 1.414

Results
HOMO energy: -3.7 eV
Gap between HOMO and LUMO: 0.2940 hartree
LUMO level: 4.26 eV
Net charge: -1

=====

Quick look at relative energies in kcal/mol: version w 37.5; version x 0.0.

=====

Version w
Computed, not measured: a cluster of 7 separate species, C35H81N3O11 in total, with ωB97M-V/def2-TZVPD.

CARTESIAN COORDINATES (ANGSTROEM)
1 C -26.526 4.552 3.523
2 C -26.658 3.025 3.676
3 C -26.225 2.637 5.001
4 C -28.162 2.688 3.447
5 C -28.389 1.166 3.304
6 C -27.544 0.537 2.277
7 C -25.993 0.870 2.542
8 C -25.499 -0.036 3.731
9 C -25.204 0.463 1.367
10 N -25.891 2.356 2.573
11 O -24.529 2.648 2.839
12 H -26.668 4.938 2.523
13 H -27.297 4.993 4.124
14 H -25.560 4.883 3.849
15 H -26.567 1.619 5.190
16 H -25.154 2.674 5.228
17 H -26.694 3.210 5.827
18 H -28.671 3.068 4.370
19 H -28.606 3.247 2.609
20 H -28.214 0.707 4.260
21 H -29.432 1.019 3.151
22 H -27.690 0.913 1.251
23 H -27.631 -0.541 2.211
24 H -25.292 -1.099 3.419
25 H -26.221 -0.146 4.525
26 H -24.562 0.305 4.200
27 H -25.457 -0.535 1.052
28 H -24.173 0.488 1.721
29 H -25.354 1.029 0.471
30 H -24.038 1.911 3.285
31 C -23.642 -5.812 2.012
32 C -23.515 -6.217 0.518
33 C -22.062 -6.249 0.041
34 C -24.120 -7.654 0.322
35 C -25.611 -7.661 0.492
36 C -26.217 -6.636 -0.400
37 C -25.736 -5.174 -0.292
38 C -26.193 -4.418 -1.486
39 C -26.358 -4.439 0.997
40 N -24.241 -5.185 -0.412
41 O -23.745 -3.924 -0.452
42 H -23.006 -6.455 2.552
43 H -23.227 -4.779 2.270
44 H -24.705 -5.876 2.331
45 H -21.400 -6.994 0.510
46 H -22.118 -6.383 -1.078
47 H -21.677 -5.236 0.170
48 H -23.783 -8.205 -0.613
49 H -23.590 -8.297 1.111
50 H -26.035 -8.631 0.143
51 H -25.782 -7.451 1.515
52 H -27.321 -6.667 -0.214
53 H -25.991 -6.938 -1.456
54 H -25.977 -3.297 -1.503
55 H -27.301 -4.405 -1.676
56 H -25.647 -4.793 -2.348
57 H -26.475 -5.085 1.884
58 H -27.391 -4.172 0.695
59 H -25.804 -3.521 1.273
60 H -23.662 -3.571 0.496
61 C -22.629 3.521 -2.677
62 C -22.681 3.833 -4.160
63 C -24.058 4.300 -4.535
64 C -21.750 4.996 -4.524
65 C -21.431 5.085 -6.074
66 C -20.724 3.822 -6.498
67 C -21.686 2.615 -6.275
68 C -22.819 2.746 -7.338
69 C -20.968 1.304 -6.552
70 N -22.155 2.644 -4.834
71 O -23.099 1.553 -4.687
72 H -21.652 3.484 -2.240
73 H -23.236 4.266 -2.151
74 H -23.035 2.533 -2.461
75 H -24.225 5.233 -3.973
76 H -24.161 4.401 -5.588
77 H -24.921 3.679 -4.159
78 H -22.194 5.939 -4.150
79 H -20.752 4.726 -4.166
80 H -22.322 5.224 -6.751
81 H -20.794 5.966 -6.215
82 H -19.787 3.772 -5.925
83 H -20.413 3.792 -7.548
84 H -23.476 1.892 -7.134
85 H -22.448 2.753 -8.363
86 H -23.308 3.709 -7.253
87 H -19.996 1.123 -6.096
88 H -20.789 1.162 -7.618
89 H -21.664 0.478 -6.409
90 H -23.981 1.911 -4.930
91 O -21.800 0.896 2.649
92 C -20.762 1.823 2.210
93 C -21.414 3.150 2.006
94 O -22.502 3.101 1.088
95 H -21.991 0.275 1.884
96 H -19.807 1.855 2.801
97 H -20.413 1.562 1.174
98 H -20.719 3.972 1.697
99 H -21.850 3.439 2.964
100 H -23.303 2.806 1.594
101 O -19.629 -1.593 2.800
102 C -19.704 -1.635 1.409
103 C -20.532 -2.813 1.091
104 O -21.754 -2.701 1.850
105 H -19.757 -0.685 3.180
106 H -20.170 -0.741 0.969
107 H -18.662 -1.759 0.959
108 H -19.995 -3.785 1.273
109 H -20.781 -2.754 0.034
110 H -21.488 -2.404 2.716
111 O -19.197 -0.857 -5.130
112 C -19.405 -2.222 -4.561
113 C -18.357 -2.313 -3.367
114 O -18.869 -1.631 -2.193
115 H -19.862 -0.324 -4.623
116 H -20.455 -2.365 -4.198
117 H -19.156 -2.859 -5.433
118 H -17.441 -1.808 -3.675
119 H -18.160 -3.385 -3.132
120 H -18.886 -0.699 -2.360
121 O -21.952 0.711 -0.398
122 C -22.828 -0.067 -1.289
123 C -21.958 -0.751 -2.325
124 O -21.045 0.114 -2.934
125 H -22.348 1.546 -0.094
126 H -23.421 -0.765 -0.752
127 H -23.499 0.650 -1.812
128 H -22.547 -1.218 -3.124
129 H -21.349 -1.508 -1.810
130 H -21.367 1.001 -2.879

Results
HOMO energy: -8.2 eV
SMILES: CC1(C)CCCC(C)(C)N1O.CC1(C)CCCC(C)(C)N1O.CC1(C)CCCC(C)(C)N1O.OCCO.OCCO.OCCO.OCCO
Gap between HOMO and LUMO: 0.3196 hartree
LUMO level: 0.53 eV

=====

Version x
Computed, not measured: a cluster of 7 separate species, C35H81N3O11 in total, with ωB97M-V/def2-TZVPD.

CARTESIAN COORDINATES (ANGSTROEM)
1 C -4.712 -2.262 -2.611
2 C -3.992 -0.995 -3.088
3 C -4.342 0.167 -2.072
4 C -2.508 -1.296 -2.927
5 C -2.003 -2.342 -3.966
6 C -2.367 -1.962 -5.426
7 C -3.874 -1.363 -5.595
8 C -3.909 -0.366 -6.812
9 C -4.738 -2.531 -5.787
10 N -4.271 -0.565 -4.403
11 O -5.654 -0.214 -4.554
12 H -4.255 -3.175 -2.915
13 H -4.816 -2.316 -1.542
14 H -5.786 -2.299 -2.863
15 H -5.378 0.258 -2.029
16 H -3.905 -0.149 -1.110
17 H -3.797 1.077 -2.490
18 H -1.933 -0.366 -2.979
19 H -2.259 -1.778 -1.985
20 H -0.927 -2.211 -3.884
21 H -2.323 -3.383 -3.788
22 H -2.330 -2.735 -6.144
23 H -1.694 -1.201 -5.814
24 H -3.797 -0.837 -7.809
25 H -3.065 0.338 -6.700
26 H -4.831 0.126 -6.858
27 H -4.638 -3.282 -5.004
28 H -4.538 -3.024 -6.722
29 H -5.750 -2.270 -5.950
30 H -5.723 0.771 -4.440
31 C -1.407 4.309 0.375
32 C -0.273 5.219 -0.068
33 C -0.208 6.471 0.856
34 C 0.944 4.333 -0.078
35 C 2.198 5.039 -0.710
36 C 1.873 5.674 -2.088
37 C 0.539 6.515 -2.202
38 C 0.817 7.929 -1.628
39 C 0.084 6.729 -3.684
40 N -0.465 5.670 -1.503
41 O -1.670 6.438 -1.641
42 H -1.084 3.779 1.275
43 H -2.232 4.897 0.657
44 H -1.583 3.498 -0.355
45 H -0.811 7.347 0.511
46 H -0.558 6.145 1.860
47 H 0.783 6.940 1.088
48 H 1.209 4.103 0.967
49 H 0.627 3.425 -0.692
50 H 2.497 5.815 0.032
51 H 3.056 4.391 -0.784
52 H 1.885 4.870 -2.880
53 H 2.718 6.311 -2.367
54 H 1.117 7.879 -0.572
55 H 0.001 8.609 -1.757
56 H 1.696 8.382 -2.132
57 H 0.954 6.770 -4.349
58 H -0.465 7.707 -3.754
59 H -0.611 5.972 -4.054
60 H -2.211 5.941 -2.238
61 C 3.906 -4.621 5.926
62 C 2.740 -3.636 6.220
63 C 1.665 -4.628 6.821
64 C 3.060 -2.598 7.258
65 C 3.991 -1.512 6.751
66 C 3.518 -0.837 5.403
67 C 3.068 -1.875 4.384
68 C 2.073 -1.246 3.446
69 C 4.305 -2.299 3.626
70 N 2.267 -2.998 4.994
71 O 2.124 -3.959 3.996
72 H 4.730 -4.005 5.618
73 H 4.155 -5.250 6.758
74 H 3.678 -5.322 5.109
75 H 2.033 -5.008 7.780
76 H 0.649 -4.149 7.030
77 H 1.494 -5.486 6.171
78 H 2.053 -2.310 7.654
79 H 3.523 -3.096 8.096
80 H 4.039 -0.818 7.585
81 H 5.031 -1.864 6.747
82 H 4.315 -0.174 4.981
83 H 2.669 -0.229 5.623
84 H 2.261 -0.198 3.072
85 H 1.224 -1.394 4.089
86 H 1.895 -1.829 2.507
87 H 4.715 -1.411 3.124
88 H 4.146 -2.981 2.826
89 H 5.109 -2.597 4.358
90 H 1.222 -4.016 3.642
91 O 1.350 -1.837 -1.451
92 C 1.985 -2.878 -0.683
93 C 3.090 -3.497 -1.523
94 O 2.542 -4.107 -2.693
95 H 1.268 -1.049 -0.858
96 H 2.547 -2.504 0.175
97 H 1.232 -3.657 -0.379
98 H 3.546 -4.321 -1.042
99 H 3.774 -2.651 -1.791
100 H 1.884 -3.613 -3.188
101 O -3.720 -2.273 1.078
102 C -4.686 -2.541 2.053
103 C -4.910 -3.995 2.275
104 O -5.257 -4.555 1.046
105 H -2.865 -2.120 1.518
106 H -4.372 -2.076 3.006
107 H -5.571 -2.019 1.656
108 H -5.680 -4.199 3.026
109 H -3.998 -4.467 2.710
110 H -4.676 -4.155 0.361
111 O 1.118 0.284 0.382
112 C -0.270 0.713 0.548
113 C -1.142 -0.532 0.569
114 O -1.134 -1.346 1.754
115 H 1.639 1.118 0.476
116 H -0.192 1.313 1.440
117 H -0.616 1.381 -0.221
118 H -0.886 -1.130 -0.271
119 H -2.200 -0.234 0.437
120 H -0.237 -1.622 1.967
121 O 3.342 0.854 -2.831
122 C 4.435 0.735 -1.971
123 C 4.049 0.639 -0.539
124 O 3.259 1.733 -0.065
125 H 2.980 -0.012 -2.988
126 H 4.996 -0.165 -2.238
127 H 5.058 1.624 -2.055
128 H 4.881 0.563 0.121
129 H 3.418 -0.275 -0.414
130 H 3.060 2.297 -0.810

Results
HOMO energy: -8.3 eV
SMILES: CC1(C)CCCC(C)(C)N1O.CC1(C)CCCC(C)(C)N1O.CC1(C)CCCC(C)(C)N1O.OCCO.OCCO.OCCO.OCCO
Gap between HOMO and LUMO: 0.3177 hartree
LUMO level: 0.37 eV

=====

Quick look at relative energies in kcal/mol: version w 0.0; version x 9.7.

=====

Version w
Computed, not measured: a cluster of 2 separate species, C2H5O2S in total, with ωB97M-V/def2-TZVPD.

CARTESIAN COORDINATES (ANGSTROEM)
1 C -1.189 1.006 0.309
2 S -0.570 0.068 1.742
3 H -0.403 1.580 -0.164
4 H -2.034 1.615 0.635
5 H -1.581 0.330 -0.439
6 O 1.463 0.526 -1.482
7 C 1.139 -0.672 -1.435
8 O -0.003 -1.193 -1.383
9 H 1.980 -1.416 -1.487
10 H -0.280 -0.976 0.941

Results
HOMO energy: -4.2 eV
Gap between HOMO and LUMO: 0.2865 hartree
LUMO level: 3.60 eV
Net charge: -1

=====

Version x
Computed, not measured: a cluster of 2 separate species, C2H5O2S in total, with ωB97M-V/def2-TZVPD.

CARTESIAN COORDINATES (ANGSTROEM)
1 C 0.721 0.835 0.879
2 S -0.454 2.274 0.450
3 H 1.252 0.352 -0.088
4 H 1.397 1.372 1.634
5 H 0.136 0.215 1.577
6 O 0.242 -2.621 -0.605
7 C -0.471 -1.644 -1.002
8 O -0.004 -0.604 -1.464
9 H -1.653 -1.754 -0.917
10 H -1.166 1.575 -0.463

Results
HOMO energy: -4.1 eV
Gap between HOMO and LUMO: 0.2786 hartree
LUMO level: 3.44 eV
Net charge: -1

=====

Quick look at relative energies in kcal/mol: version w 0.0; version x 15.6.